[1]
DFT (the ωB97M-V functional and the def2-TZVPD basis) results for a cluster of 12 separate species, C28H77NO19S4 in total in a non-equilibrium geometry.

The LUMO energy comes out at -0.19 eV. Its energy relative to the best compared isomer or geometry (same formula, charge and spin) is 97.0 kJ/mol. As for the HOMO-LUMO gap: 9.83 eV. As for the strongest force on any atom: 4.8 eV/Å.

ORCA input file:
```
! RIJCOSX wB97M-V def2-TZVPD def2/J DEFGRID3
* xyz 0 1
C -1.621 7.517 8.549
C -1.508 6.235 7.706
O -2.668 5.481 8.009
S -2.576 3.960 8.681
C -2.168 3.057 7.132
O -1.502 3.969 9.659
O -4.010 3.583 8.989
H -0.906 8.286 8.257
H -1.439 7.303 9.603
H -2.631 7.870 8.342
H -1.405 6.449 6.642
H -0.578 5.719 7.946
H -1.774 3.739 6.378
H -3.094 2.708 6.675
H -1.586 2.178 7.408
C -6.347 -7.114 -5.173
C -6.442 -5.590 -5.488
O -5.153 -4.970 -5.353
S -4.684 -4.270 -3.869
C -4.588 -2.486 -4.431
O -5.799 -4.374 -2.923
O -3.330 -4.733 -3.484
H -7.301 -7.618 -5.330
H -6.006 -7.375 -4.170
H -5.607 -7.573 -5.829
H -6.739 -5.302 -6.496
H -7.116 -5.125 -4.768
H -4.385 -1.893 -3.539
H -5.594 -2.189 -4.727
H -3.868 -2.507 -5.250
C 1.634 1.743 1.522
C 1.533 0.647 0.532
O 2.135 0.958 -0.709
S 1.726 0.017 -2.073
C 1.888 -1.723 -1.389
O 0.273 0.260 -2.300
O 2.677 0.251 -3.146
H 1.582 1.429 2.564
H 0.866 2.517 1.520
H 2.599 2.247 1.582
H 1.971 -0.280 0.902
H 0.502 0.366 0.317
H 1.885 -2.376 -2.262
H 1.115 -1.928 -0.649
H 2.799 -1.794 -0.796
C -7.821 2.019 4.743
C -7.557 3.084 3.687
O -6.189 2.965 3.478
S -5.584 3.866 2.227
C -5.803 2.625 0.881
O -6.483 5.035 1.973
O -4.185 4.137 2.504
H -7.738 2.352 5.777
H -7.260 1.086 4.697
H -8.862 1.724 4.609
H -8.109 2.901 2.765
H -7.656 4.119 4.015
H -6.010 3.266 0.024
H -6.689 2.049 1.147
H -4.931 1.983 0.752
C 2.955 3.162 10.666
C 2.605 2.436 9.429
N 2.387 1.901 8.401
H 3.835 3.776 10.474
H 3.059 2.475 11.505
H 2.095 3.793 10.891
C -4.754 -2.262 2.952
C -3.333 -2.623 2.419
O -2.427 -1.579 2.786
H -4.637 -2.348 4.032
H -5.431 -2.996 2.515
H -5.048 -1.260 2.640
H -3.450 -2.713 1.339
H -3.066 -3.599 2.823
H -1.846 -1.945 3.457
C 3.333 -7.524 -0.461
C 3.446 -8.011 1.002
O 3.139 -6.857 1.755
H 4.119 -6.855 -0.811
H 2.353 -7.109 -0.698
H 3.536 -8.394 -1.086
H 4.472 -8.354 1.136
H 2.686 -8.775 1.163
H 3.965 -6.371 1.812
C 8.874 1.567 2.063
C 7.375 1.947 1.806
O 6.517 1.336 2.767
H 9.529 2.370 1.725
H 9.103 0.651 1.519
H 9.061 1.364 3.118
H 7.118 1.637 0.794
H 7.292 3.031 1.887
H 6.476 0.392 2.596
C 4.013 -6.056 -7.741
C 4.908 -5.013 -6.997
O 5.452 -5.560 -5.869
H 4.543 -6.931 -8.119
H 3.499 -5.529 -8.545
H 3.211 -6.466 -7.128
H 4.358 -4.112 -6.728
H 5.695 -4.799 -7.720
H 5.646 -4.879 -5.221
C -0.605 2.848 -9.317
C 0.014 2.377 -7.964
O 1.290 2.997 -7.851
H -0.994 3.865 -9.286
H -1.455 2.250 -9.645
H 0.092 2.889 -10.155
H 0.153 1.297 -7.911
H -0.608 2.639 -7.109
H 1.762 2.639 -7.096
C 8.132 -1.411 -4.234
C 7.948 -1.588 -2.723
O 7.437 -2.861 -2.484
H 8.568 -2.324 -4.640
H 8.632 -0.486 -4.518
H 7.141 -1.323 -4.680
H 7.275 -0.831 -2.321
H 8.865 -1.602 -2.134
H 7.173 -2.832 -1.562
C -0.409 5.546 -3.665
C -1.375 4.871 -2.664
O -2.422 5.693 -2.327
H -0.763 5.643 -4.692
H 0.492 4.951 -3.813
H -0.265 6.543 -3.250
H -0.822 4.728 -1.735
H -1.632 3.886 -3.053
H -2.168 6.202 -1.554
*
```


[2]
DFT (the ωB97M-V functional and the def2-TZVPD basis) results for a cluster of 7 separate species, C28H78F6N6O6P in total in a non-equilibrium geometry.

The LUMO energy comes out at -10.36 eV. As for the HOMO-LUMO gap: 9.97 eV. As for the strongest force on any atom: 6.8 eV/Å.

ORCA input file:
```
! RIJCOSX wB97M-V def2-TZVPD def2/J DEFGRID3
* xyz 5 1
C -3.371 -1.872 -5.030
C -2.710 -1.396 -3.743
O -3.201 -0.514 -2.967
N -1.302 -2.013 -3.373
H -1.099 -1.451 -2.560
H -1.454 -2.981 -3.126
C -0.209 -1.702 -4.447
H -4.295 -1.296 -5.092
H -3.509 -2.953 -5.047
H -2.821 -1.413 -5.851
H 0.658 -2.230 -4.049
H -0.026 -0.630 -4.372
H -0.461 -2.095 -5.432
C 3.638 0.237 0.704
N 4.983 -0.277 0.173
C 5.582 -1.141 1.258
C 4.605 -1.174 -0.983
C 5.861 1.007 -0.226
C 6.913 0.743 -1.244
O 7.711 -0.279 -0.933
H 3.011 -0.569 1.085
H 3.139 0.796 -0.088
H 3.851 0.932 1.517
H 5.715 -0.377 2.024
H 6.479 -1.489 0.745
H 4.931 -1.941 1.609
H 5.501 -1.383 -1.567
H 3.914 -0.648 -1.642
H 4.058 -2.067 -0.681
H 6.365 1.480 0.618
H 5.206 1.819 -0.542
H 7.587 1.591 -1.363
H 6.452 0.638 -2.227
H 8.482 -0.075 -1.467
C 0.491 4.537 -5.697
N 1.923 3.802 -5.784
C 1.696 2.584 -6.711
C 2.958 4.847 -6.216
C 2.424 3.279 -4.430
C 1.573 2.133 -3.756
O 0.207 2.300 -3.658
H -0.197 3.814 -5.260
H 0.095 4.782 -6.683
H 0.696 5.408 -5.074
H 2.606 1.985 -6.683
H 1.517 2.855 -7.752
H 0.820 2.017 -6.397
H 2.875 5.590 -5.423
H 2.738 5.179 -7.231
H 3.832 4.200 -6.144
H 2.421 4.132 -3.752
H 3.469 2.972 -4.387
H 2.085 2.034 -2.799
H 1.823 1.188 -4.240
H -0.052 1.637 -3.014
C -0.703 -2.322 3.586
N -1.105 -3.833 3.461
C -0.679 -4.538 4.810
C -2.650 -3.832 3.283
C -0.346 -4.363 2.195
C 1.199 -4.453 2.247
O 1.797 -5.168 3.304
H -1.101 -2.147 4.585
H -1.271 -1.740 2.860
H 0.386 -2.362 3.570
H -1.434 -4.122 5.478
H 0.315 -4.216 5.118
H -0.764 -5.624 4.854
H -3.183 -3.208 4.000
H -2.944 -4.878 3.380
H -2.807 -3.591 2.232
H -0.755 -3.773 1.374
H -0.767 -5.368 2.150
H 1.588 -3.443 2.377
H 1.443 -4.671 1.207
H 2.733 -5.205 3.098
C 0.242 1.015 3.325
N 0.668 2.439 3.642
C 0.699 3.177 2.230
C -0.335 3.061 4.621
C 2.038 2.463 4.331
C 2.849 3.762 4.315
O 3.316 4.034 2.964
H 0.980 0.744 2.570
H -0.810 0.974 3.042
H 0.423 0.472 4.252
H 0.777 4.250 2.405
H -0.320 2.934 1.931
H 1.446 2.703 1.594
H 0.005 4.061 4.887
H -0.258 2.402 5.487
H -1.346 3.037 4.213
H 2.538 1.566 3.966
H 1.887 2.192 5.376
H 3.686 3.728 5.012
H 2.395 4.667 4.721
H 4.266 3.896 2.949
C -7.146 -2.488 1.647
N -7.185 -0.952 1.258
C -7.505 -0.945 -0.274
C -8.368 -0.350 1.981
C -5.966 -0.135 1.653
C -4.539 -0.693 1.274
O -4.313 -0.569 -0.106
H -6.454 -2.976 0.961
H -8.145 -2.900 1.503
H -6.773 -2.626 2.662
H -7.206 0.069 -0.541
H -8.535 -1.187 -0.533
H -6.857 -1.644 -0.802
H -8.532 0.679 1.663
H -8.222 -0.385 3.061
H -9.253 -0.955 1.783
H -5.921 -0.189 2.740
H -6.108 0.926 1.451
H -4.277 -1.625 1.774
H -3.781 -0.036 1.702
H -3.552 -1.146 -0.209
P -0.268 -0.208 -0.307
F 0.071 -0.897 1.054
F -1.265 0.932 0.502
F 0.957 0.862 -0.122
F -0.538 0.527 -1.713
F 0.836 -1.110 -1.049
F -1.437 -1.256 -0.602
*
```


[3]
DFT (the ωB97M-V functional and the def2-TZVPD basis) results for a cluster of 10 separate species, C28H78N2O20 in total in a non-equilibrium geometry.

The LUMO energy comes out at 0.04 eV. Its energy relative to the best compared isomer or geometry (same formula, charge and spin) is 429.2 kJ/mol. As for the HOMO-LUMO gap: 8.78 eV. As for the strongest force on any atom: 4.5 eV/Å.

ORCA input file:
```
! RIJCOSX wB97M-V def2-TZVPD def2/J DEFGRID3
* xyz 0 1
C 21.962 -4.727 -12.425
O 21.901 -6.145 -12.498
C 22.007 -6.752 -11.221
C 21.534 -8.169 -11.423
N 21.504 -8.890 -10.139
C 21.568 -10.329 -10.286
C 21.467 -10.993 -8.879
O 20.504 -10.360 -8.033
C 19.124 -10.593 -8.391
H 20.968 -4.273 -12.245
H 22.243 -4.333 -13.429
H 22.718 -4.269 -11.763
H 21.432 -6.197 -10.592
H 23.124 -6.612 -11.016
H 22.200 -8.505 -12.192
H 20.645 -8.206 -11.943
H 20.615 -8.722 -9.618
H 22.491 -10.611 -10.755
H 20.896 -10.657 -11.049
H 22.418 -10.881 -8.217
H 21.405 -12.050 -8.915
H 18.986 -10.190 -9.397
H 18.466 -10.060 -7.716
H 18.924 -11.657 -8.362
C 24.005 -7.048 -0.848
O 23.101 -6.764 0.211
C 22.179 -5.740 -0.042
C 21.385 -5.627 1.271
N 20.455 -4.535 1.043
C 19.547 -4.512 2.209
C 19.012 -3.069 2.428
O 18.076 -3.039 3.388
C 16.809 -3.207 2.937
H 24.711 -7.749 -0.441
H 24.502 -6.211 -1.276
H 23.478 -7.439 -1.701
H 21.502 -5.966 -0.877
H 22.721 -4.833 -0.318
H 22.066 -5.433 2.112
H 20.811 -6.498 1.463
H 19.973 -4.828 0.193
H 20.029 -4.800 3.154
H 18.734 -5.215 2.022
H 18.605 -2.619 1.569
H 19.741 -2.382 2.731
H 16.456 -2.386 2.269
H 16.180 -3.069 3.783
H 16.468 -4.155 2.537
O 22.158 -5.259 -8.330
C 23.248 -4.486 -8.485
C 23.925 -4.213 -7.168
O 24.811 -3.151 -7.278
H 22.434 -6.168 -8.066
H 24.048 -5.001 -9.135
H 22.946 -3.654 -8.997
H 24.401 -5.034 -6.740
H 23.232 -4.023 -6.332
H 24.544 -2.509 -6.622
O 22.745 -7.810 -7.672
C 22.468 -8.264 -6.384
C 23.116 -7.278 -5.375
O 22.618 -7.416 -4.094
H 22.404 -8.422 -8.313
H 21.404 -8.422 -6.261
H 22.997 -9.219 -6.387
H 22.747 -6.280 -5.726
H 24.207 -7.402 -5.346
H 22.314 -8.314 -4.016
O 19.979 -7.862 -1.938
C 19.047 -8.751 -1.381
C 19.166 -8.490 0.217
O 18.142 -9.371 0.613
H 20.472 -8.380 -2.592
H 18.083 -8.624 -1.820
H 19.413 -9.744 -1.602
H 18.971 -7.467 0.546
H 20.148 -8.871 0.452
H 17.440 -8.836 0.945
O 18.923 -9.614 -5.192
C 18.396 -8.287 -4.983
C 17.295 -7.978 -5.998
O 16.971 -6.571 -5.871
H 18.379 -10.276 -5.624
H 17.978 -8.185 -3.949
H 19.169 -7.608 -4.989
H 16.349 -8.540 -5.759
H 17.580 -8.286 -7.016
H 17.791 -6.071 -6.099
O 20.995 -11.607 -5.632
C 20.680 -12.946 -5.838
C 21.153 -13.672 -4.570
O 20.815 -15.010 -4.520
H 20.800 -11.033 -6.354
H 19.675 -13.167 -6.188
H 21.245 -13.300 -6.719
H 20.881 -13.276 -3.563
H 22.226 -13.627 -4.627
H 20.022 -15.147 -4.017
O 21.567 -4.899 -3.863
C 20.203 -4.731 -4.246
C 20.175 -4.908 -5.756
O 18.835 -4.668 -6.065
H 21.772 -5.820 -3.922
H 19.747 -5.666 -3.922
H 19.728 -3.861 -3.852
H 20.420 -5.911 -6.124
H 20.665 -4.104 -6.253
H 18.586 -3.798 -5.795
O 21.244 -9.718 -3.572
C 21.853 -10.775 -2.792
C 22.692 -10.284 -1.615
O 22.959 -11.411 -0.741
H 20.825 -10.181 -4.311
H 21.104 -11.464 -2.388
H 22.608 -11.423 -3.248
H 22.144 -9.571 -1.012
H 23.598 -9.772 -1.834
H 22.184 -11.613 -0.209
O 24.637 -2.104 -2.660
C 24.375 -3.498 -2.647
C 25.128 -4.315 -3.698
O 25.030 -5.712 -3.591
H 24.417 -1.761 -3.537
H 24.446 -3.888 -1.626
H 23.351 -3.572 -2.830
H 26.153 -3.954 -3.620
H 24.897 -4.034 -4.704
H 24.062 -5.903 -3.716
*
```


Question: Which formula does entry 3 have?
Answer: C28H78N2O20


Question: Which of these has the lowest HOMO-LUMO gap?
Answer: C28H78N2O20